Entry 1:
Below is a structure of composition C24H33Cl2N4O3Zn at a distorted geometry, with properties calculated with ωB97M-V/def2-TZVPD.

Computed properties:
- Energy above the lowest of the compared OMol25 structures with the same formula, charge and spin: 38.1 kcal per mole

```
! wB97M-V def2-TZVPD RIJCOSX def2/J DEFGRID3
* xyz -1 1
Zn -1.5778 -0.9393 -0.3294
Cl -3.1761 -1.8022 -1.6082
Cl -1.7687 1.1481 0.5114
O 0.0884 -1.9865 -0.6013
O 2.3886 0.9908 -2.0704
O -1.9537 -1.9501 1.4915
N 1.0118 -0.4977 1.7275
N -3.9618 -2.1942 2.5405
N 2.0222 -3.0504 -1.0685
N 1.7394 -1.4705 3.5719
C -0.0859 0.7546 -2.6999
C 1.3441 -1.9548 -0.7086
C 1.1897 3.0475 -2.3448
C 1.6632 3.9168 -3.3267
C -2.4828 1.1267 -3.4039
C 2.5696 2.0262 4.6110
C 0.5759 3.5298 -1.1888
C 1.3033 -4.2840 -1.3683
C 2.0045 -0.1125 3.7235
C 0.4404 4.9185 -1.0199
C -3.0449 -1.4741 1.9048
C 1.4863 0.4948 2.5478
C 2.0062 2.6441 3.4866
C 1.3178 1.5341 -2.6063
C 1.4914 5.2925 -3.1747
C 0.0129 -0.5832 -3.3449
C 1.4519 1.8891 2.4441
C 1.1241 -1.6494 2.3680
C -3.6780 -3.5518 2.9835
C 2.5692 0.6251 4.7556
C -5.3437 -1.7497 2.5997
C -1.2615 1.3994 -2.5893
C 3.4769 -3.1174 -1.1253
C 0.8818 5.7938 -2.0193
H 3.8581 -3.8431 -0.3910
H -3.2988 -0.4125 1.7336
H 3.8080 -3.4450 -2.1218
H 2.0021 3.7299 3.4162
H 1.6794 -4.6952 -2.3133
H 3.0022 2.6449 5.3925
H -0.0400 5.3015 -0.1166
H -0.0700 -0.4952 -4.4420
H 0.9687 -1.0554 -3.0920
H -2.4451 0.1346 -3.8683
H 0.1285 2.8249 -0.4738
H -5.9884 -2.4419 2.0396
H 1.4627 -5.0140 -0.5626
H -2.5980 1.8788 -4.1994
H -1.3816 2.1856 -1.8462
H -0.8207 -1.2070 -2.9881
H 0.2395 -4.0591 -1.4415
H 1.8317 5.9591 -3.9648
H 2.0994 3.4994 -4.2376
H -3.3888 1.1618 -2.7902
H 0.7847 -2.6249 2.0404
H -5.6818 -1.7205 3.6424
H 1.9490 -2.2127 4.2352
H 0.9724 2.3073 1.5606
H 3.9141 -2.1376 -0.9138
H 0.7867 6.8697 -1.8798
H -4.3165 -4.2562 2.4384
H -3.9245 -3.6343 4.0465
H 1.9168 -1.0330 -0.5331
H 1.7602 1.4623 -3.6242
H 2.9863 0.0952 5.6092
H -5.3981 -0.7488 2.1562
H -2.6236 -3.7827 2.8205
*
```

Entry 2:
Below is a cluster of 7 separate species, C24H33Cl4F15O10 in total at a distorted geometry, with properties calculated with ωB97M-V/def2-TZVPD.

Computed properties:
- SMILES: CCOC(=O)C(F)(F)F.CCOC(=O)C(F)(F)F.CCOC(=O)C(F)(F)F.CCOC(=O)C(F)(F)F.CCOC(=O)C(F)(F)F.ClCCCl.ClCCCl
- Energy above the lowest of the compared OMol25 structures with the same formula, charge and spin: 61.3 kcal per mole

```
! wB97M-V def2-TZVPD RIJCOSX def2/J DEFGRID3
* xyz 0 1
Cl 4.3492 2.4410 -1.6481
Cl 4.7122 -0.6664 -1.0336
Cl 4.8976 2.7174 4.0058
Cl 2.6380 -0.2327 1.8611
F 1.7058 -5.8506 3.3768
F -4.0842 4.0639 1.1627
F -1.7728 1.0026 4.8441
F 0.3062 0.8732 4.1275
F -4.8247 5.5960 -0.2417
F 2.8699 1.5131 -4.9229
F -0.4610 -0.4950 5.5769
F -2.0463 -0.6627 -3.9126
F 2.2595 1.6927 -6.9572
F -3.2834 -1.3044 -2.2420
F -2.8145 5.7789 0.6094
F -1.6373 -2.5014 -2.9379
F 0.9683 -7.6001 2.3458
F 4.0560 0.6037 -6.4637
F 0.4902 -7.2963 4.4475
O -0.5388 -5.3498 1.7291
O 1.1698 2.2833 6.2294
O -0.0538 -0.1282 -2.1341
O 2.3470 -1.3103 -5.0358
O -1.5611 -0.5434 -0.5201
O -4.2078 3.6484 -1.8797
O -0.6918 1.6509 7.3772
O -2.1029 3.6799 -1.0031
O 0.9101 -0.5705 -6.7522
O -1.7382 -6.1357 3.4107
C 2.8056 0.8923 -6.0951
C -1.0990 -1.7039 -7.5745
C -1.6115 -4.5455 1.1649
C -2.0355 -1.3198 -2.7496
C -0.6331 -6.0096 2.8858
C 0.6666 -6.7110 3.2942
C 2.9990 1.2912 -1.6121
C 0.0544 -1.7197 -6.6123
C -0.4736 0.7594 5.1378
C 2.0565 -0.4797 -5.9670
C -3.7396 4.8870 0.1812
C 3.8854 0.9147 2.3597
C -0.7834 0.0256 0.4832
C -3.2594 3.9919 -0.9675
C -1.1356 -0.6403 1.8102
C -3.8720 2.8691 -3.0184
C 1.5820 3.0650 7.2687
C -1.0861 -0.6373 -1.7740
C -1.3000 -4.1540 -0.2710
C 3.4469 -0.0803 -2.1164
C -4.7861 1.6302 -3.1257
C 2.8396 3.7956 7.0047
C -0.0662 1.6393 6.3398
C 3.5508 1.5695 3.7562
H -5.7795 1.8271 -3.5288
H -0.3819 -1.7217 -5.6134
H 1.6314 2.5561 8.2314
H 2.4264 1.3028 -0.6846
H 3.8180 -0.1774 -3.1367
H -4.1295 3.4947 -3.8731
H 2.6253 4.5694 6.2676
H 0.8401 3.8573 7.3681
H -1.7894 -2.5166 -7.3490
H -2.8380 2.5356 -3.1072
H 0.2879 -0.0430 0.2940
H -2.0931 -0.3032 2.2073
H -0.7088 -1.7560 -8.5909
H -1.7029 -0.7994 -7.5018
H -1.1174 -5.0659 -0.8395
H 0.6159 -2.6458 -6.7357
H 2.6051 2.1080 3.8168
H 4.0021 1.7147 1.6286
H -4.8730 1.2870 -2.0948
H 3.6776 3.2768 6.5391
H -2.5741 -5.0568 1.1740
H -2.0642 -3.6086 -0.8248
H -0.8787 1.1099 0.4263
H 3.1966 4.2610 7.9234
H -0.3625 -0.5486 2.5731
H -4.3426 0.8094 -3.6895
H -0.3905 -3.5613 -0.1729
H 4.8113 0.3438 2.4294
H -1.0784 -1.7147 1.6357
H 2.3218 1.7451 -2.3356
H 3.5513 0.8829 4.6028
H 2.5693 -0.7240 -2.0570
H -1.7425 -3.6664 1.7958
*
```

Entry 3:
Below is a structure of composition C24H33Cl4N8O2S2Tc, with properties calculated with ωB97M-V/def2-TZVPD.

Computed properties:
- Energy above the lowest of the compared OMol25 structures with the same formula, charge and spin: 0.0 kcal per mole

```
! wB97M-V def2-TZVPD RIJCOSX def2/J DEFGRID3
* xyz 3 2
Tc -0.2482 0.6672 -0.2942
Cl 6.3535 0.2387 1.0208
Cl 1.6695 -0.0614 -1.7952
Cl -2.9178 3.1588 -1.8616
Cl 0.0011 2.8821 -1.4063
S 3.4946 -1.0948 0.6381
S 1.1403 1.3226 1.3606
O -0.7865 -1.9049 -2.4838
O -1.4091 0.1701 -1.8801
N -2.8720 1.5049 1.2276
N -0.4152 -1.2680 0.3807
N -0.1915 3.5190 2.1880
N -2.4825 -2.1110 -4.4773
N -1.5547 -1.6749 0.9979
N 0.1927 1.8812 3.7905
N -0.3795 -3.3864 0.6149
N -1.5337 -2.9290 1.1422
C 0.8081 -5.1594 1.9060
C -2.7288 -0.3338 -6.0295
C 0.2596 2.3416 2.5185
C 4.0375 0.1259 -0.3931
C 0.0360 -4.9288 3.1999
C -0.7037 4.3059 3.1568
C -1.1779 5.6527 2.7460
C 2.1454 -4.4287 1.9121
C -0.3174 2.6179 4.8079
C -0.3364 2.0175 6.1669
C 3.7103 1.5631 -2.3724
C -0.0243 -4.8147 0.6727
C -2.1685 -1.7390 -5.9113
C -1.4747 -0.9046 -2.5951
C -1.9018 1.1994 0.6798
C -2.5579 -0.8331 -3.6701
C -2.3681 0.3022 -4.6874
C 5.3284 0.7143 -0.2542
C -1.4587 3.9734 -1.3932
C 0.2992 -2.3615 0.1368
C 5.7929 1.6738 -1.1474
C 3.2774 0.6209 -1.4835
C 4.9986 2.0911 -2.1954
C -0.7794 3.8742 4.4821
H -1.1965 4.7464 -2.1087
H -2.6080 -2.4772 -6.5768
H -0.9374 -5.4185 3.1890
H -1.1215 1.2603 6.2274
H -3.5338 -0.7926 -3.1868
H 3.0866 1.8860 -3.1926
H 0.5130 -5.0329 -0.2501
H -3.3555 -2.6330 -4.4233
H -1.7422 -2.6821 -4.0419
H -1.3287 0.6358 -4.6843
H 2.7189 -4.6088 1.0008
H 0.5973 -5.3214 4.0459
H -1.3187 6.3110 3.5988
H -0.4713 6.0942 2.0447
H -2.1360 5.5530 2.2288
H -3.8112 -0.3659 -6.1661
H 0.6168 1.5402 6.3964
H -3.7699 1.6601 1.6455
H 0.5814 0.9652 3.9897
H -0.1248 -3.8627 3.3804
H -2.9936 1.1555 -4.4414
H -0.9746 -5.3463 0.6642
H -1.1787 4.5165 5.2527
H 2.0086 -3.3493 2.0321
H 1.2647 -2.4009 -0.3355
H 2.7545 -4.7604 2.7509
H 1.0030 -6.2310 1.8014
H 6.7852 2.0797 -1.0128
H -0.5375 2.7790 6.9152
H 5.3699 2.8320 -2.8896
H -1.0847 -1.7622 -6.0130
H -1.5295 4.3503 -0.3788
H -2.3021 0.1954 -6.8779
*
```